A 3-piece molecular cluster, C4H13N2 overall at a distorted geometry. Source: the OMol25 dataset; level of theory: ωB97M-V/def2-TZVPD.

Positions of all 19 atoms, in Å:
C: -1.663 2.253 2.648
N: -0.130 -1.176 -1.834
C: -0.588 -0.848 -3.158
C: -1.317 1.031 2.278
N: 1.231 0.018 -0.042
C: 2.056 -0.893 0.646
H: -1.232 3.207 2.396
H: -2.449 2.182 3.392
H: 0.507 -1.986 -1.851
H: -1.320 -1.607 -3.455
H: 0.187 -0.799 -3.929
H: -1.106 0.107 -3.077
H: -0.609 0.763 1.483
H: -1.731 0.126 2.712
H: 0.435 -0.583 -1.136
H: 1.701 0.851 -0.416
H: 2.371 -1.719 -0.027
H: 1.459 -1.408 1.401
H: 2.998 -0.495 1.021

The value obtained for the energy above the lowest of the compared OMol25 structures with the same formula, charge and spin is 179.3 kcal per mole. Its net charge is +1. The multiplicity is 1. For the HOMO energy, the calculation gives -12.92 eV. As for the LUMO energy: -8.76 eV. As for the frontier orbital gap: 4.16 eV.

Here are the Löwdin charges for atoms 1 to 2, given in e: -0.052, 0.085

=====

An isolated ion of composition C4H13N2 and charge +1 at a distorted geometry. Source: the OMol25 dataset; level of theory: ωB97M-V/def2-TZVPD.

Positions of all 19 atoms, in Å:
C: -2.058 1.410 -0.286
N: -0.917 0.602 -0.832
C: -0.077 -0.063 0.246
C: 0.846 0.990 0.820
C: 0.680 -1.224 -0.385
N: 1.597 -1.783 0.580
H: -2.384 2.140 -1.002
H: -2.825 0.703 0.016
H: -1.727 1.874 0.629
H: -0.246 1.194 -1.322
H: -1.281 -0.107 -1.465
H: -0.776 -0.457 0.944
H: 1.351 0.647 1.717
H: 1.679 1.113 0.117
H: 0.406 1.951 1.080
H: 1.254 -0.846 -1.240
H: -0.032 -1.940 -0.806
H: 2.461 -2.066 0.148
H: 1.212 -2.514 1.155

The value obtained for the energy above the lowest of the compared OMol25 structures with the same formula, charge and spin is 21.9 kcal per mole. Its net charge is +1. The multiplicity is 1. For the HOMO energy, the calculation gives -13.41 eV. As for the LUMO energy: -3.18 eV. As for the frontier orbital gap: 10.23 eV. As for the SMILES: C[NH2+][C@H](C)CN.

Here are the Löwdin charges for atoms 1 to 2, given in e: 0.028, 0.032

=====

C4H13N2 as an isolated structure at a distorted geometry. Source: the OMol25 dataset; level of theory: ωB97M-V/def2-TZVPD.

Positions of all 19 atoms, in Å:
C: -0.237 -1.422 0.177
C: 0.680 -0.762 1.195
C: 1.883 -0.210 0.473
C: 1.470 0.585 -0.760
N: 0.952 -0.282 -1.774
N: -0.711 -0.428 -0.750
H: 0.257 -2.258 -0.344
H: -1.089 -1.926 0.662
H: 0.945 -1.397 2.044
H: 0.221 0.119 1.646
H: 2.457 0.475 1.111
H: 2.623 -0.976 0.211
H: 2.326 1.160 -1.116
H: -5.901 3.218 1.580
H: 0.690 1.285 -0.353
H: -0.142 -0.556 -1.348
H: -5.864 3.909 1.304
H: -1.473 -0.816 -1.323
H: 0.913 0.279 -2.634

The value obtained for the energy above the lowest of the compared OMol25 structures with the same formula, charge and spin is 219.4 kcal per mole. Its net charge is +1. The multiplicity is 1. For the HOMO energy, the calculation gives -15.90 eV. As for the LUMO energy: -8.04 eV. As for the frontier orbital gap: 7.87 eV.

Here are the Löwdin charges for atoms 1 to 2, given in e: -0.182, -0.168

=====

Question: What is the net charge in the second record?
Answer: +1